No. 1
Formula: C37H32AsBrINO2PRu
Source: OMol25
Level of theory: ωB97M-V with the def2-TZVPD basis set

The calculation puts the energy at -7177.15516 hartree.

Structure (ORCA input):
```
! RIJCOSX wB97M-V def2-TZVPD def2/J DEFGRID3
* xyz 3 1
Ru 0.0139 0.4195 0.0158
I -0.2843 0.5199 2.6613
C -1.4860 -0.9284 3.6074
C -1.6112 -0.6748 4.9449
C -2.3346 -1.5605 5.7601
C -2.8765 -2.6822 5.2068
C -2.7410 -2.9553 3.8259
C -3.2975 -4.1449 3.3011
C -3.1762 -4.4611 1.9797
C -2.5129 -3.5710 1.1274
C -1.9694 -2.3819 1.5856
P -1.4712 -1.4090 0.1600
C -2.9172 -0.7402 -0.6426
C -3.5832 -1.4352 -1.6597
C -4.7849 -0.9420 -2.1379
C -5.3274 0.2252 -1.6116
C -4.6820 0.9000 -0.5824
C -3.4824 0.4174 -0.0882
C -0.4299 -2.4883 -0.8050
C -0.6486 -2.8025 -2.1535
C 0.1150 -3.7854 -2.7528
C 1.1440 -4.4049 -2.0458
C 1.4114 -4.0478 -0.7302
C 0.6082 -3.1147 -0.0945
C -2.0457 -2.0493 2.9669
H -1.1551 0.1970 5.3975
H -2.4375 -1.3491 6.8151
H -3.4189 -3.3909 5.8191
H -3.8188 -4.8089 3.9791
H -3.5882 -5.3778 1.5821
H -2.4447 -3.8368 0.0781
H -3.2011 -2.3674 -2.0528
H -5.3084 -1.4791 -2.9175
H -6.2679 0.5992 -1.9940
H -5.1170 1.7940 -0.1564
H -3.0063 0.9334 0.7364
H -1.4213 -2.3028 -2.7229
H -0.0837 -4.0706 -3.7774
H 1.7343 -5.1755 -2.5244
H 2.2099 -4.5327 -0.1847
H 0.7431 -2.9254 0.9652
Br 1.9722 -0.8983 -2.8543
C 0.5642 0.3051 -3.1219
C 0.2093 0.6490 -4.4236
C -0.7524 1.6193 -4.6220
C -1.3005 2.2628 -3.5116
C -0.8970 1.8554 -2.2666
N -0.0183 0.8470 -2.0540
C -1.3497 2.5938 -1.0521
O -2.0996 3.5109 -1.0537
O -0.7912 2.1285 0.1179
H 0.7047 0.1648 -5.2533
H -1.0457 1.8997 -5.6252
H -2.0081 3.0758 -3.6011
C 3.9010 0.2319 -0.1862
As 2.3752 1.2580 0.4010
C 2.8270 1.6510 2.2344
C 2.3800 2.9601 -0.6237
C 3.6434 3.6595 -0.2538
C 4.8219 3.4117 -0.9594
C 5.9943 4.0527 -0.5978
C 5.9951 4.9423 0.4710
C 4.8225 5.2002 1.1726
C 3.6502 4.5569 0.8155
H 4.7739 0.7608 0.1953
H 3.9317 0.1865 -1.2678
H 3.8655 -0.7704 0.2370
H 3.8306 2.0750 2.2170
H 2.8250 0.7289 2.8115
H 2.1398 2.3742 2.6686
H 1.4725 3.4882 -0.3376
H 2.3326 2.6531 -1.6691
H 4.8132 2.7426 -1.8131
H 6.9048 3.8755 -1.1541
H 6.9093 5.4508 0.7468
H 4.8247 5.9135 1.9855
H 2.7295 4.7735 1.3464
*
```

***

No. 2
Formula: C3H6FO3S
Source: OMol25
Level of theory: ωB97M-V with the def2-TZVPD basis set

The calculation puts the energy at -841.67448 hartree.

Structure (ORCA input):
```
! RIJCOSX wB97M-V def2-TZVPD def2/J DEFGRID3
* xyz -1 1
C -0.2067 -0.2199 -1.0378
C 0.4727 0.2594 0.1963
C -0.3607 -0.4155 1.8972
O 2.1007 -0.1479 2.8952
O 1.5485 -2.3116 2.0923
O 0.5541 -1.4466 4.2161
F -1.3242 -1.3188 1.6416
S 1.0620 -1.1978 2.8503
H -1.3093 -0.1308 -0.9002
H 0.1627 -1.1680 -1.1600
H -0.0905 0.3676 -1.9948
H 1.5559 0.0263 0.2330
H 0.4095 1.3368 0.1646
H -0.9816 0.3970 2.4569
*
```